{
  "formula": "C7H8N5",
  "method": "ωB97M-V with the def2-TZVPD basis set",
  "e_homo_ev": -13.004,
  "largest_force_ev_per_a": 4.6,
  "total_charge": 1,
  "lumo_ev": -5.29,
  "de_lowest_kcal_mol": 79.9,
  "e_tot_ev": -14827.485,
  "orbital_gap_ha": 0.2834,
  "elements": ["N", "N", "N", "C", "C", "C", "C", "C", "C", "C", "N", "N", "H", "H", "H", "H", "H", "H", "H", "H"],
  "positions_angstrom": [[2.1820, -1.9310, -2.9012], [1.8281, -1.2903, -1.8340], [1.2840, -1.5329, -0.7959], [1.5215, -0.4893, 0.1402], [0.1465, 0.2990, 0.4661], [0.2636, 1.5188, 1.1462], [-0.8738, 2.1795, 1.4875], [-2.0911, 1.5259, 1.1773], [-2.1235, 0.2934, 0.5309], [-0.9770, -0.4387, 0.1892], [2.2673, 0.4485, -0.6023], [2.4313, 0.0522, -1.7379], [1.9991, -2.9211, -3.1030], [2.8818, -1.4875, -3.5018], [1.8754, -1.0371, 1.0309], [1.1802, 1.9494, 1.4752], [-0.9382, 3.0485, 2.1867], [-2.9933, 2.0278, 1.5485], [-3.0614, -0.3222, 0.3703], [-0.8217, -1.4073, -0.1180]],
  "nbo_charge": [-0.5492, 0.2538, -0.0769, -0.0430, 0.0017, -0.2274, -0.1703, -0.1854, -0.1822, -0.2289, 0.0011, 0.0076, 0.4496, 0.4475, 0.3039, 0.2399, 0.2465, 0.2402, 0.2378, 0.2336]
}